Entry from the OMol25 dataset: a single C16H13N3O5S molecule (ωB97M-V/def2-TZVPD).

Each line ends with the Löwdin charge.
Atoms and positions in Å:
N  -2.502  0.314  -1.054  0.214
C  -2.194  0.161  0.041  -0.135
C  -1.820  0.020  1.394  -0.143
C  -2.261  0.949  2.334  -0.015
C  -1.872  0.835  3.653  -0.079
C  -1.038  -0.204  4.034  -0.060
C  -0.593  -1.135  3.112  -0.003
C  -0.981  -1.043  1.780  -0.220
O  -0.644  -1.916  0.799  -0.016
C  0.445  -2.783  0.966  -0.063
C  1.792  -2.066  1.053  -0.457
O  2.854  -2.620  1.009  0.139
O  1.618  -0.749  1.162  -0.001
C  2.730  0.122  0.996  -0.024
C  2.352  1.166  -0.057  -0.443
O  2.712  2.322  -0.019  0.033
N  1.556  0.663  -1.024  0.119
C  0.943  1.426  -1.980  -0.451
C  0.006  0.927  -2.863  -0.197
C  -0.483  1.954  -3.714  -0.139
C  0.079  3.158  -3.456  -0.393
S  1.223  3.111  -2.158  1.113
H  -0.108  4.089  -3.952  0.059
H  -1.206  1.799  -4.495  0.104
C  -0.382  -0.488  -2.809  -0.512
O  0.233  -1.311  -2.131  0.027
N  -1.426  -0.854  -3.583  0.176
H  -2.071  -0.155  -3.905  0.091
H  -1.785  -1.785  -3.447  0.115
H  1.251  -0.323  -1.085  0.123
H  2.944  0.623  1.943  0.147
H  3.609  -0.454  0.681  0.141
H  0.330  -3.454  1.827  0.142
H  0.466  -3.389  0.055  0.152
H  0.062  -1.928  3.437  0.117
H  -0.726  -0.293  5.064  0.110
H  -2.211  1.556  4.381  0.105
H  -2.902  1.756  2.012  0.123

Computed properties:
- 2S+1 = 1
- highest occupied orbital energy (eV) = -8.20
- energy (Ha) = -1556.21473
- HOMO-LUMO gap (eV) = 8.4968
- energy above the lowest of the compared OMol25 structures with the same formula, charge and spin (kJ/mol) = 32.7
- LUMO level (eV) = 0.3

Entry from the OMol25 dataset: a molecular structure, C16H14AsCuF6N2O2 (ωB97M-V/def2-TZVPD).

Each line ends with the Löwdin charge.
Atoms and positions in Å:
Cu  0.677  -0.541  0.307  0.770
O  0.578  -0.026  2.047  -0.070
C  -0.372  -0.358  2.887  -0.287
C  -0.512  0.420  4.053  0.011
C  -1.475  0.107  4.979  -0.054
C  -2.340  -0.989  4.810  -0.082
C  -2.210  -1.760  3.689  -0.032
C  -1.234  -1.458  2.716  -0.136
C  -1.110  -2.291  1.574  -0.034
N  -0.326  -2.086  0.578  -0.040
C  -0.263  -3.012  -0.558  -0.144
C  -0.149  -2.165  -1.803  -0.155
N  0.737  -1.035  -1.477  -0.026
C  1.297  -0.358  -2.414  -0.042
C  2.049  0.834  -2.256  -0.143
C  2.491  1.527  -3.400  -0.023
C  3.176  2.705  -3.279  -0.078
C  3.427  3.211  -1.992  -0.053
C  3.003  2.560  -0.861  0.012
C  2.301  1.346  -0.970  -0.307
O  1.951  0.740  0.136  -0.078
H  0.146  1.268  4.179  0.124
H  -1.575  0.728  5.860  0.111
H  -3.094  -1.210  5.551  0.104
H  -2.862  -2.610  3.526  0.117
H  -1.732  -3.185  1.534  0.152
H  -1.164  -3.626  -0.580  0.132
H  0.606  -3.662  -0.440  0.129
H  -1.115  -1.752  -2.085  0.110
H  0.270  -2.735  -2.633  0.133
H  1.161  -0.731  -3.428  0.155
H  2.265  1.117  -4.377  0.119
H  3.506  3.246  -4.154  0.103
H  3.956  4.151  -1.888  0.110
H  3.181  2.956  0.129  0.124
F  -2.002  -0.219  -0.498  -0.263
As  -2.208  1.273  -1.430  0.729
F  -3.772  0.752  -1.924  -0.237
F  -2.859  2.038  -0.034  -0.234
F  -2.309  2.720  -2.347  -0.230
F  -0.582  1.673  -0.917  -0.239
F  -1.514  0.438  -2.810  -0.259

Computed properties:
- 2S+1 = 1
- highest occupied orbital energy (eV) = -8.75
- energy (Ha) = -5353.65876
- HOMO-LUMO gap (eV) = 6.1862
- energy above the lowest of the compared OMol25 structures with the same formula, charge and spin (kJ/mol) = 0.0
- LUMO level (eV) = -2.6

Entry from the OMol25 dataset: a molecular structure, C16H14BBrF2FeN2O2 (ωB97M-V/def2-TZVPD).

Each line ends with the Löwdin spin population.
Atoms and positions in Å:
Fe  -1.783  -0.463  -1.076  4.052
O  1.147  3.859  -1.972  0.000
C  1.061  3.311  -3.232  0.001
C  1.756  3.822  -4.315  0.000
C  1.628  3.212  -5.554  0.000
C  0.816  2.100  -5.709  0.000
C  0.124  1.597  -4.617  0.002
C  0.240  2.196  -3.373  0.006
C  -0.526  1.702  -2.175  0.029
O  -1.340  0.604  -2.459  0.337
N  0.429  1.288  -1.122  -0.004
N  -0.094  0.395  -0.242  0.062
C  0.488  0.092  0.858  0.033
C  0.062  -1.019  1.684  0.001
Br  -1.185  -2.223  0.857  0.088
C  0.580  -1.273  2.889  0.022
C  0.303  -2.350  3.835  0.003
C  -0.986  -2.818  4.097  0.004
C  -1.180  -3.837  5.015  0.000
C  -0.095  -4.401  5.671  0.003
C  1.188  -3.927  5.432  0.000
C  1.385  -2.895  4.532  0.003
H  1.659  4.675  -2.005  0.000
H  2.392  4.690  -4.189  0.000
H  2.169  3.614  -6.400  0.000
H  0.715  1.629  -6.676  0.000
H  -0.525  0.739  -4.725  0.001
H  -1.155  2.515  -1.787  0.005
H  0.985  2.046  -0.739  0.000
H  1.373  0.634  1.186  0.003
H  1.357  -0.573  3.189  0.001
H  -1.843  -2.361  3.622  0.001
H  -2.183  -4.183  5.225  0.000
H  -0.252  -5.199  6.384  0.000
H  2.032  -4.355  5.954  0.000
H  2.384  -2.514  4.356  0.000
F  -4.607  -1.058  -1.434  0.077
B  -3.933  -0.121  -0.786  0.222
F  -4.588  0.851  -0.202  0.049

Computed properties:
- 2S+1 = 6
- highest occupied orbital energy (alpha / beta) (eV) = -11.34 / -11.34
- energy (Ha) = -4940.18136
- <S²> = 8.77
- HOMO-LUMO gap (alpha / beta) (eV) = 7.5444 / 5.6721
- energy above the lowest of the compared OMol25 structures with the same formula, charge and spin (kJ/mol) = 0.0
- LUMO level (alpha / beta) (eV) = -3.8 / -5.7
- total charge = +1

Entry from the OMol25 dataset: a molecular structure, C16H14BCl5N6Zr in a non-equilibrium geometry (ωB97M-V/def2-TZVPD).

Each line ends with the Löwdin charge.
Atoms and positions in Å:
H  -0.078  -1.731  -3.652  0.109
N  1.325  -0.766  -2.364  -0.152
B  3.453  -0.300  -0.924  -0.446
N  2.679  -0.988  -2.100  -0.005
C  3.144  -1.896  -2.966  0.019
Zr  0.189  0.539  -1.132  1.858
H  4.188  -2.153  -2.953  0.150
C  2.087  -2.349  -3.769  0.021
H  2.143  -3.081  -4.543  0.120
C  0.953  -1.651  -3.346  -0.067
H  4.625  -0.549  -0.967  0.134
C  -2.232  0.797  3.297  -0.039
H  -2.373  1.863  3.081  0.026
H  -2.193  0.243  2.349  -0.004
H  -1.278  0.666  3.824  0.022
N  2.867  -0.870  0.417  -0.042
N  3.190  1.246  -0.918  -0.004
N  1.520  -0.731  0.669  -0.058
N  1.909  1.797  -0.973  -0.184
C  3.451  -1.492  1.454  -0.021
C  4.073  2.242  -0.793  0.012
H  4.502  -1.693  1.459  0.138
H  5.128  2.007  -0.781  0.153
C  2.473  -1.761  2.406  -0.011
C  3.386  3.451  -0.689  0.008
C  1.269  -1.278  1.869  -0.098
C  2.035  3.149  -0.795  -0.088
H  2.611  -2.232  3.349  0.109
H  3.814  4.429  -0.545  0.125
H  0.280  -1.316  2.300  0.114
H  1.151  3.776  -0.769  0.097
H  -3.021  0.445  3.893  0.006
Cl  -1.261  2.779  -1.711  0.712
C  -2.487  1.497  -1.966  -0.652
C  -2.021  0.227  -1.642  -0.379
C  -2.799  -0.899  -1.934  -0.714
Cl  -2.137  -2.455  -1.590  0.725
C  -4.045  -0.742  -2.585  -0.674
Cl  -4.963  -2.128  -2.989  0.764
C  -4.510  0.562  -2.925  -0.655
Cl  -5.985  0.751  -3.762  0.787
C  -3.731  1.707  -2.587  -0.675
Cl  -4.263  3.296  -2.957  0.759

Computed properties:
- 2S+1 = 1
- highest occupied orbital energy (eV) = -14.95
- energy (Ha) = -3319.01492
- HOMO-LUMO gap (eV) = 6.6036
- energy above the lowest of the compared OMol25 structures with the same formula, charge and spin (kJ/mol) = 0.0
- LUMO level (eV) = -8.3
- total charge = +2

Entry from the OMol25 dataset: a molecular structure, C16H14BF5N6Sr in a non-equilibrium geometry (ωB97M-V/def2-TZVPD).

Each line ends with the Löwdin charge.
Atoms and positions in Å:
C  -2.295  0.314  1.984  -0.159
N  -1.589  0.604  0.861  -0.123
N  -2.398  1.434  0.091  -0.034
C  -3.524  1.732  0.769  -0.039
C  -3.512  1.029  1.974  -0.033
B  -1.962  1.868  -1.336  -0.470
N  -0.536  2.460  -1.284  -0.041
N  0.547  1.751  -0.775  -0.087
C  1.642  2.523  -0.996  -0.142
C  1.252  3.758  -1.560  -0.031
C  -0.134  3.675  -1.713  -0.040
Sr  0.839  -0.054  1.153  1.512
N  -1.952  0.572  -2.253  0.026
N  -1.140  -0.460  -1.894  0.151
C  -1.306  -1.422  -2.812  -0.057
C  -2.239  -1.009  -3.769  0.092
C  -2.639  0.276  -3.388  0.083
H  -0.764  -2.343  -2.752  0.122
H  -3.328  0.999  -3.802  0.159
H  -2.582  -1.549  -4.617  0.131
H  -2.747  2.647  -1.796  0.125
H  -0.848  4.387  -2.094  0.133
H  -4.251  2.427  0.360  0.138
H  1.876  4.591  -1.823  0.104
H  -4.270  1.040  2.729  0.103
H  2.653  2.185  -0.765  0.102
H  -1.938  -0.383  2.740  0.099
H  2.697  -0.748  -0.466  0.041
C  3.315  -0.520  0.421  -0.110
H  4.163  0.080  0.059  0.068
H  2.914  0.138  1.234  -0.037
H  3.609  -1.480  0.872  0.058
F  2.067  -2.096  3.088  0.046
C  0.979  -2.921  2.829  -0.196
C  0.103  -2.602  1.828  -0.052
C  -1.026  -3.349  1.637  -0.167
F  -1.940  -3.018  0.687  0.139
C  -1.276  -4.459  2.468  -0.054
F  -2.406  -5.167  2.304  0.184
C  -0.371  -4.810  3.465  -0.079
F  -0.613  -5.883  4.245  0.167
C  0.774  -4.042  3.648  -0.039
F  1.665  -4.370  4.598  0.205

Computed properties:
- 2S+1 = 1
- highest occupied orbital energy (alpha / beta) (eV) = -14.49 / -14.50
- energy (Ha) = -1500.87141
- HOMO-LUMO gap (alpha / beta) (eV) = 4.6588 / 4.1398
- LUMO level (alpha / beta) (eV) = -9.8 / -10.4
- total charge = +2

Entry from the OMol25 dataset: a molecular structure, C16H14BrFeN2O4S (ωB97M-V/def2-TZVPD).

Each line ends with the Löwdin spin population.
Atoms and positions in Å:
Fe  -0.182  0.352  0.203  3.645
C  -1.421  -2.556  -0.643  0.004
O  -1.783  -1.210  -0.310  0.030
H  -0.845  -2.599  -1.566  0.000
H  -2.307  -3.182  -0.735  0.001
H  -0.803  -2.924  0.172  0.001
H  -2.334  -0.840  -1.011  0.001
C  0.138  -0.092  2.328  0.007
C  -0.743  1.007  2.632  0.006
C  -0.277  2.341  2.738  0.024
C  -1.130  3.398  2.950  -0.003
C  -2.509  3.195  3.077  0.027
C  -2.994  1.889  2.992  -0.001
C  -2.140  0.828  2.784  0.026
C  -3.402  4.301  3.311  0.005
N  -4.116  5.182  3.512  0.014
H  -0.224  -1.093  2.554  0.003
H  1.201  0.061  2.495  0.003
H  0.787  2.523  2.636  0.001
H  -0.740  4.406  3.022  -0.001
H  -4.059  1.717  3.101  -0.001
H  -2.539  -0.180  2.720  0.001
O  -2.943  3.032  -1.816  0.033
S  -1.728  3.078  -1.017  0.041
N  -1.109  1.858  -0.527  0.046
Br  -2.811  -0.519  -4.231  0.001
C  -0.919  -0.721  -4.304  0.000
C  -0.329  -1.250  -5.438  0.000
C  1.052  -1.415  -5.440  0.000
C  1.808  -1.078  -4.324  0.000
C  1.196  -0.567  -3.188  0.001
C  -0.178  -0.363  -3.194  0.002
C  2.041  -0.271  -1.954  0.009
O  3.245  -0.128  -2.123  0.007
O  1.422  -0.234  -0.828  0.065
H  -0.929  -1.518  -6.298  0.000
H  1.536  -1.818  -6.322  0.000
H  2.882  -1.211  -4.312  0.000
H  -0.657  0.096  -2.344  0.002

Computed properties:
- 2S+1 = 5
- highest occupied orbital energy (alpha / beta) (eV) = -4.24 / -4.68
- energy (Ha) = -5264.57535
- <S²> = 6.02
- HOMO-LUMO gap (alpha / beta) (eV) = 6.7283 / 7.1624
- energy above the lowest of the compared OMol25 structures with the same formula, charge and spin (kJ/mol) = 73.9
- LUMO level (alpha / beta) (eV) = 2.5 / 2.5
- total charge = -1

> Number 6 is which compound?

C16H14BrFeN2O4S